No. 1
52
Properties=species:S:1:pos:R:3 method="wB97M-V/def2-TZVPD" total_charge=+2 total_energy_ha=-3299.8067 homo_lumo_gap_ev="6.20 / 6.20" homo_energy_ev="-14.440 / -14.439" de_lowest_kj_mol=49.1
Tc -0.473 0.735 0.327
C -1.752 -3.947 -1.603
C -0.452 -3.478 -1.013
N 0.581 -4.279 -1.237
C 1.796 -3.969 -0.826
C 2.109 -2.783 -0.177
C 3.548 -2.481 0.170
O 3.729 -2.026 1.503
C 1.051 -1.897 0.061
C 1.308 -0.564 0.694
N 1.442 0.575 0.005
C 2.490 1.489 0.008
C 3.810 1.119 0.280
C 4.826 2.051 0.175
C 4.557 3.360 -0.203
C 3.246 3.764 -0.426
C 2.248 2.827 -0.301
I 0.203 3.352 -0.389
C -0.234 -2.284 -0.307
O -1.241 -1.348 -0.010
H -1.512 -4.703 -2.346
H -2.317 -3.145 -2.079
H -2.381 -4.420 -0.850
H 2.571 -4.693 -1.054
H 3.911 -1.689 -0.489
H 4.158 -3.363 -0.026
H 3.781 -2.778 2.102
H 1.839 -0.631 1.645
H 4.027 0.109 0.600
H 5.841 1.748 0.395
H 5.360 4.077 -0.303
H 3.021 4.795 -0.665
S -3.827 0.992 2.604
Sb -3.229 -1.375 2.755
S -0.459 0.809 2.614
S -2.827 -1.887 0.353
S -0.792 -1.064 3.265
C -2.534 0.441 -2.240
C -3.150 1.042 -1.029
C -4.518 1.496 -0.948
C -4.684 2.012 0.276
C -3.395 1.923 1.025
C -2.890 3.287 1.484
N -2.496 1.230 0.091
H -3.134 0.668 -3.119
H -2.490 -0.647 -2.139
H -1.519 0.814 -2.404
H -5.239 1.407 -1.745
H -5.570 2.449 0.714
H -2.648 3.901 0.614
H -2.015 3.188 2.120
H -3.673 3.792 2.047

---

No. 2
18
Properties=species:S:1:pos:R:3 method="wB97M-V/def2-TZVPD" total_charge=0 total_energy_ha=-289.9233 homo_lumo_gap_ev=8.73 homo_energy_ev=-7.687 de_lowest_kj_mol=127.1
C -0.413 -2.068 -0.608
N -0.962 -0.169 1.589
C -0.245 0.204 0.440
C -0.083 -0.584 -0.635
C 0.613 -0.130 -1.886
C 0.697 2.097 1.683
C 0.357 1.546 0.515
H -1.003 -2.333 -1.486
H 0.546 -2.583 -0.635
H -0.951 -2.302 0.303
H -1.613 0.528 1.924
H -1.502 -1.015 1.501
H -0.090 -0.102 -2.724
H 1.435 -0.807 -2.137
H 1.049 0.860 -1.818
H 1.395 2.926 1.721
H 0.255 1.805 2.625
H 0.513 2.128 -0.375

---

No. 3
50
Properties=species:S:1:pos:R:3 method="wB97M-V/def2-TZVPD" total_charge=0 total_energy_ha=-929.2737 homo_lumo_gap_ev=8.66 homo_energy_ev=-8.287 de_lowest_kj_mol=318.8
O -3.557 -3.158 3.916
O 2.777 1.454 -3.395
C -3.212 -2.632 2.849
C -3.112 -1.198 2.757
C -1.700 -1.512 0.900
C -2.595 -0.643 1.667
C -0.717 -0.925 0.105
C -3.076 -3.511 1.695
C -1.826 -3.076 0.971
C 0.471 -1.732 -0.566
C -0.291 1.360 2.348
C -2.609 0.792 1.516
C 3.949 0.837 -1.296
C 2.246 2.653 -1.299
C 0.788 2.521 -0.836
C 0.508 0.219 -2.874
C 1.701 -1.028 -1.086
C -1.272 1.363 1.078
C 2.675 1.233 -1.977
C -0.664 0.625 -0.057
C 0.784 1.079 -0.505
C 1.472 0.365 -1.690
H 3.416 2.179 -3.523
H -3.512 -0.641 3.527
H -4.001 -3.317 1.078
H -3.185 -4.613 2.024
H -1.821 -3.584 -0.063
H -0.910 -3.510 1.296
H 0.104 -2.351 -1.410
H 0.904 -2.220 0.298
H -0.681 1.612 3.343
H 0.042 0.262 2.442
H 0.494 1.983 2.143
H -3.334 0.956 0.733
H -3.056 1.239 2.429
H 4.825 1.487 -1.508
H 4.322 -0.150 -1.663
H 3.827 0.901 -0.206
H 2.372 3.437 -2.015
H 2.738 2.854 -0.295
H 0.603 3.195 -0.027
H 0.141 2.882 -1.584
H -0.414 -0.350 -2.596
H 1.037 -0.409 -3.607
H 0.290 1.160 -3.318
H 2.293 -0.907 -0.176
H 2.111 -1.599 -1.880
H -1.404 2.417 0.718
H -1.251 0.971 -0.855
H 1.310 1.028 0.477

---

No. 4
85
Properties=species:S:1:pos:R:3 method="wB97M-V/def2-TZVPD" total_charge=0 total_energy_ha=-2146.3710 homo_lumo_gap_ev=6.75 homo_energy_ev=-6.641 de_lowest_kj_mol=44.5
K 0.027 0.794 1.219
C -1.254 3.422 3.484
C -0.882 4.412 2.589
C 0.449 4.568 2.241
C 1.412 3.736 2.790
C 1.041 2.746 3.688
C -0.294 2.583 4.028
H -2.287 3.331 3.791
H -1.625 5.085 2.186
H 0.740 5.366 1.572
H 2.454 3.882 2.542
H 1.801 2.138 4.164
H -0.586 1.835 4.754
C 0.634 3.140 -0.996
C 0.652 1.778 -1.694
C -0.229 1.807 -2.943
C 2.090 1.414 -2.000
C 2.763 2.056 -3.031
C 4.098 1.808 -3.287
C 4.795 0.927 -2.482
C 4.166 0.273 -1.438
C 4.902 -0.713 -0.562
C 5.143 -2.013 -1.331
C 6.214 -0.131 -0.040
C 2.804 0.510 -1.201
N 2.231 -0.142 -0.109
C 1.343 -1.043 -0.265
C 0.777 -1.806 0.819
C 1.548 -2.506 1.741
C 0.950 -3.360 2.646
C -0.438 -3.531 2.616
C -1.225 -2.816 1.754
C -0.649 -1.878 0.855
N -1.327 -0.978 0.148
C -2.664 -1.194 -0.132
C -3.658 -0.386 0.448
C -4.988 -0.606 0.123
C -5.351 -1.604 -0.763
C -4.373 -2.376 -1.362
C -3.035 -2.183 -1.068
C -1.973 -2.995 -1.774
C -2.067 -2.803 -3.289
C -2.072 -4.475 -1.408
C -3.275 0.698 1.434
C -3.705 2.082 0.948
C -3.874 0.432 2.817
H -0.371 3.400 -0.662
H 0.978 3.908 -1.687
H 1.308 3.129 -0.138
H 0.227 1.033 -1.015
H 0.053 2.623 -3.606
H -1.274 1.934 -2.662
H -0.133 0.868 -3.483
H 2.240 2.767 -3.651
H 4.592 2.297 -4.112
H 5.842 0.753 -2.673
H 4.258 -0.931 0.296
H 5.749 -1.821 -2.214
H 4.194 -2.444 -1.645
H 5.659 -2.738 -0.705
H 6.920 0.026 -0.850
H 6.668 -0.812 0.677
H 6.033 0.822 0.453
H 0.942 -1.276 -1.265
H 2.627 -2.436 1.686
H 1.550 -3.944 3.329
H -0.900 -4.231 3.302
H -2.302 -2.936 1.749
H -5.764 -0.001 0.572
H -6.393 -1.790 -0.978
H -4.658 -3.144 -2.068
H -0.995 -2.627 -1.451
H -3.013 -3.180 -3.668
H -1.258 -3.335 -3.789
H -1.999 -1.746 -3.539
H -3.055 -4.865 -1.665
H -1.911 -4.606 -0.341
H -1.316 -5.048 -1.942
H -2.179 0.689 1.537
H -4.762 2.068 0.698
H -3.137 2.384 0.067
H -3.556 2.816 1.738
H -4.961 0.455 2.769
H -3.548 1.194 3.528
H -3.559 -0.543 3.186

---

No. 5
15
Properties=species:S:1:pos:R:3 method="wB97M-V/def2-TZVPD" total_charge=0 total_energy_ha=-287.5788 homo_lumo_gap_ev=6.12 homo_energy_ev=-8.691 de_lowest_kj_mol=665.8
C -0.051 0.889 1.859
C -0.075 -0.296 1.087
N -0.523 -0.146 -0.299
C -0.230 -1.365 -1.072
C -0.036 1.054 -0.961
O 0.032 -1.495 1.490
H 1.640 -0.331 0.705
H -0.628 1.767 1.560
H 0.250 0.768 2.868
H 0.826 -1.579 -1.247
H -0.793 -1.284 -2.072
H -0.648 -2.224 -0.523
H -0.382 1.063 -1.954
H -0.388 1.979 -0.434
H 1.006 1.200 -1.006

---

No. 6
91
Properties=species:S:1:pos:R:3 method="wB97M-V/def2-TZVPD" total_charge=+3 total_energy_ha=-5492.5119 spin_multiplicity=5 homo_lumo_gap_ev="8.45 / 4.89" homo_energy_ev="-16.061 / -16.602" de_lowest_kj_mol=32.8
Pd -0.221 -0.845 -0.406
C -3.408 -2.364 0.360
P -2.597 -0.881 -0.275
C -3.358 0.511 0.583
C -3.035 -0.719 -2.042
C -2.202 0.351 -2.756
P -0.411 -0.002 -2.825
C -0.159 -1.181 -4.170
C 0.478 1.475 -3.341
H -4.463 -2.362 0.076
H -3.347 -2.366 1.449
H -2.939 -3.268 -0.023
H -4.444 0.428 0.488
H -3.030 1.457 0.153
H -3.094 0.491 1.641
H -4.097 -0.466 -2.112
H -2.914 -1.702 -2.503
H -2.309 1.328 -2.282
H -2.535 0.454 -3.794
H -0.513 -0.702 -5.088
H -0.717 -2.103 -4.029
H 0.899 -1.408 -4.292
H -0.095 1.938 -4.151
H 1.453 1.183 -3.730
H 0.590 2.190 -2.534
N 0.575 0.087 2.778
P 1.284 -0.846 1.577
C 1.493 -2.417 2.371
C 2.758 -3.014 2.420
C 2.922 -4.195 3.125
C 1.837 -4.779 3.768
C 0.575 -4.191 3.712
C 0.396 -3.018 3.005
C 2.832 -0.130 1.079
C 3.610 0.576 2.003
C 4.842 1.067 1.610
C 5.289 0.872 0.307
C 4.511 0.180 -0.615
C 3.279 -0.319 -0.232
P 0.069 1.714 2.672
C 1.397 2.840 3.014
C 1.727 3.112 4.349
C 2.800 3.942 4.619
C 3.524 4.505 3.572
C 3.188 4.239 2.251
C 2.123 3.402 1.962
C -1.267 1.878 3.789
C -2.042 0.790 4.227
C -3.097 1.008 5.087
C -3.408 2.306 5.494
C -2.665 3.391 5.040
C -1.601 3.188 4.182
H 0.502 -0.364 3.687
H 3.607 -2.543 1.941
H 3.900 -4.653 3.188
H 1.974 -5.698 4.323
H -0.260 -4.654 4.221
H -0.587 -2.560 2.953
H 3.265 0.731 3.017
H 5.458 1.602 2.320
H 6.253 1.262 0.008
H 4.869 0.034 -1.624
H 2.664 -0.860 -0.944
H 1.149 2.690 5.162
H 3.062 4.167 5.644
H 4.349 5.169 3.792
H 3.744 4.698 1.446
H 1.845 3.213 0.935
H -1.818 -0.222 3.910
H -3.683 0.175 5.450
H -4.239 2.471 6.166
H -2.919 4.394 5.354
H -1.028 4.031 3.818
C -1.276 -4.217 -2.283
As 0.134 -3.335 -1.269
C 1.661 -3.473 -2.476
C 0.503 -4.761 -0.011
H -0.826 -5.082 -2.771
H -1.725 -3.581 -3.042
H -2.053 -4.570 -1.608
H 2.326 -4.251 -2.104
H 2.212 -2.537 -2.544
H 1.315 -3.754 -3.469
H 0.538 -5.692 -0.577
H -0.279 -4.823 0.741
H 1.462 -4.595 0.473
F -1.327 2.976 1.173
B -1.080 2.910 -0.199
F -0.083 3.754 -0.606
F -2.241 2.996 -0.934
F -0.572 1.515 -0.434